Record 1
37
Properties=species:S:1:pos:R:3:forces:R:3:nbo_charge:R:1 method="wB97M-V/def2-TZVPD" total_energy_ha=-1368.7786 orbital_gap_ev=8.5 relative_energy_kj_mol=135.1 spin_multiplicity=1 charge=0
C 3.818 -2.332 0.385 -0.2 0.0 0.3 -0.63
C 3.490 -2.118 1.855 0.4 0.3 -0.2 -0.07
H 4.081 -2.781 2.490 -0.1 0.1 0.0 0.19
H 3.663 -1.074 2.139 0.0 -0.2 0.0 0.20
O 2.132 -2.457 2.138 0.0 -0.4 0.1 -0.49
C 1.195 -1.571 1.824 -0.3 0.1 0.2 0.82
O 1.418 -0.467 1.385 0.2 0.0 0.1 -0.63
C -0.182 -2.127 2.074 0.3 -0.1 -0.2 -0.61
C -0.751 -2.780 0.785 -0.4 -0.2 0.6 0.61
O -0.106 -3.574 0.130 0.4 -0.5 0.0 -0.66
C -2.288 -2.894 0.845 -0.2 0.2 -0.3 -0.61
H -2.579 -3.476 1.719 0.0 0.0 0.0 0.24
H -2.643 -3.392 -0.058 0.1 0.0 0.1 0.24
S -3.117 -1.279 0.982 -0.3 -0.2 0.3 0.30
C -1.921 -0.423 0.065 0.5 -0.1 -0.4 0.29
N -2.090 0.841 -0.255 -0.4 0.2 0.2 -0.47
C -1.126 1.425 -0.967 0.4 -0.6 0.0 0.27
C 0.013 0.712 -1.368 -0.3 0.0 0.1 -0.30
C 0.103 -0.607 -0.969 -0.1 0.3 -0.3 0.15
N -0.863 -1.157 -0.259 -0.5 0.7 -0.1 -0.46
H 0.931 -1.256 -1.219 0.2 0.0 0.0 0.22
H 0.805 1.174 -1.931 0.1 0.1 0.0 0.23
C -1.330 2.838 -1.286 0.0 0.6 -0.2 -0.14
C -0.723 3.464 -2.374 -0.1 0.0 0.2 -0.14
C -0.968 4.808 -2.595 0.0 0.0 0.0 -0.26
C -1.818 5.477 -1.726 0.2 0.0 -0.3 0.05
N -2.401 4.894 -0.691 -0.3 0.4 0.3 -0.41
C -2.165 3.618 -0.477 0.2 -0.5 -0.1 0.08
H -2.651 3.171 0.379 0.0 -0.1 0.0 0.21
H -2.049 6.525 -1.863 0.0 0.1 -0.1 0.20
H -0.518 5.323 -3.430 0.0 0.1 -0.1 0.22
H -0.093 2.908 -3.053 0.1 0.0 0.0 0.22
H -0.842 -1.338 2.431 0.1 0.0 0.0 0.24
H -0.113 -2.929 2.810 -0.1 0.0 0.0 0.25
H 3.509 -3.329 0.079 0.0 -0.1 -0.1 0.22
H 3.293 -1.599 -0.223 0.0 0.0 -0.1 0.21
H 4.887 -2.221 0.227 0.1 0.0 0.0 0.21

Record 2
48
Properties=species:S:1:pos:R:3:forces:R:3:nbo_charge:R:1 method="wB97M-V/def2-TZVPD" total_energy_ha=-1179.6662 orbital_gap_ev=6.7 relative_energy_kj_mol=68.2 spin_multiplicity=1 charge=+1
C -5.785 -1.755 2.428 -0.3 -0.2 -0.1 -0.64
C -4.344 -1.384 2.310 0.1 0.0 -0.3 0.06
C -3.997 -0.034 2.414 0.2 0.1 0.2 -0.22
C -2.689 0.370 2.241 0.5 0.0 -0.5 -0.15
C -1.684 -0.567 1.884 -0.3 -0.3 -0.3 -0.10
C -0.350 -0.074 1.550 0.1 1.0 1.6 0.03
C 0.876 -0.642 2.093 0.1 -0.2 0.1 -0.08
C 2.038 0.152 1.996 0.0 -0.2 -0.4 -0.16
C 3.293 -0.419 2.121 0.1 -0.5 0.1 -0.21
C 3.395 -1.803 2.366 0.0 0.2 -0.2 -0.14
C 2.249 -2.564 2.636 -0.1 0.3 0.1 -0.20
C 0.991 -1.973 2.590 0.2 0.3 -0.6 -0.18
C -2.035 -1.938 1.831 0.0 0.3 -0.2 -0.18
C -3.355 -2.334 2.021 0.2 0.2 0.0 -0.21
H -5.904 -2.838 2.443 -0.1 0.1 0.2 0.23
H -6.249 -1.304 3.313 0.1 -0.2 -0.1 0.24
H -6.346 -1.381 1.563 0.1 0.0 0.1 0.24
H -4.784 0.699 2.601 0.3 -0.2 0.1 0.23
H -2.403 1.419 2.375 -0.2 -0.3 -0.2 0.22
H -0.297 0.991 1.295 0.0 -0.3 0.6 0.24
H 1.935 1.214 1.751 0.1 -0.4 -0.1 0.22
H 4.183 0.189 1.953 -0.2 -0.2 0.2 0.24
H 4.377 -2.289 2.328 -0.4 0.2 0.1 0.24
H 2.315 -3.632 2.842 0.1 0.3 0.2 0.24
H 0.116 -2.553 2.878 0.3 0.2 -0.2 0.23
H -1.275 -2.688 1.595 -0.5 0.3 -0.2 0.22
H -3.617 -3.387 1.891 0.0 0.4 0.2 0.23
C 1.305 3.142 -4.419 -0.3 0.1 0.1 -1.11
Si 2.059 1.834 -3.316 0.9 0.5 -0.6 1.57
C 2.844 0.532 -4.405 -0.1 -0.3 0.1 -1.10
C 3.307 2.553 -2.124 0.1 0.1 0.2 -1.11
C 0.733 1.066 -2.242 -1.2 -0.9 1.1 -0.02
C -0.652 1.193 -2.229 0.4 -0.3 -0.1 -0.31
C -1.148 0.322 -1.236 0.2 0.4 0.4 -0.18
C -0.044 -0.249 -0.604 -0.6 -0.8 -1.2 0.02
O 1.096 0.165 -1.253 -0.4 0.7 -0.2 -0.41
H 2.107 3.632 -4.989 -0.1 -0.1 0.1 0.26
H 0.602 2.716 -5.147 0.2 0.0 0.1 0.25
H 0.775 3.925 -3.862 0.1 -0.1 -0.1 0.25
H 3.694 0.958 -4.959 -0.3 -0.1 0.2 0.25
H 3.215 -0.310 -3.803 0.0 0.2 -0.2 0.25
H 2.122 0.134 -5.133 0.2 0.1 0.2 0.25
H 4.156 2.986 -2.671 -0.2 -0.1 0.1 0.25
H 2.871 3.346 -1.498 0.1 -0.2 -0.2 0.24
H 3.701 1.780 -1.449 -0.1 0.1 -0.2 0.24
H -1.239 1.810 -2.906 0.2 -0.1 0.3 0.25
H -2.183 0.215 -0.920 0.3 -0.1 -0.2 0.25
H 0.023 -1.229 -0.141 0.0 0.1 -0.5 0.26

Record 3
31
Properties=species:S:1:pos:R:3:forces:R:3:nbo_charge:R:1 method="wB97M-V/def2-TZVPD" total_energy_ha=-1111.9879 orbital_gap_ev=8.8 relative_energy_kj_mol=263.2 spin_multiplicity=1 charge=+2
C -0.650 -3.089 -0.224 1.7 -0.4 -0.7 -0.10
C 0.767 -3.190 -0.333 -2.2 0.8 1.0 -0.15
C -1.323 -1.856 -0.145 2.8 -1.9 0.7 -0.20
C 1.434 -2.048 -0.105 1.0 3.0 -0.8 -0.17
C -0.625 -0.675 0.095 0.5 -1.4 -0.9 -0.35
C 0.798 -0.788 0.060 -0.6 0.7 0.2 -0.39
C -0.398 2.066 0.339 1.7 -2.8 2.4 -0.82
C -2.836 0.505 1.551 0.7 1.8 0.4 -0.96
C -2.539 0.866 -1.438 1.6 4.7 0.0 -0.93
C 2.855 0.945 1.464 0.1 1.9 0.2 -0.99
C 2.487 1.286 -1.381 1.3 -0.8 -1.6 -1.05
P -1.677 0.792 0.197 0.7 -0.8 -1.3 1.51
P 1.678 0.805 0.091 -3.6 1.6 1.3 1.53
H -1.118 -4.048 -0.278 -1.1 -0.1 -0.2 0.25
H 1.420 -4.013 -0.503 -0.5 -1.2 -0.2 0.26
H -2.341 -1.958 -0.204 -2.5 0.3 0.1 0.23
H 2.493 -2.088 -0.302 0.4 0.3 0.4 0.24
H -0.497 2.767 -0.426 0.3 1.5 -0.9 0.26
H -0.371 2.384 1.416 0.3 0.3 -1.2 0.28
H -2.304 -0.053 2.333 -0.6 0.0 -0.2 0.29
H -3.747 0.087 1.150 -0.1 -0.6 0.0 0.30
H -3.133 1.508 1.946 0.2 -0.7 -0.1 0.29
H -1.776 1.458 -2.134 -1.4 -1.7 1.2 0.27
H -3.419 1.589 -1.455 0.8 -1.2 0.4 0.30
H -2.770 -0.090 -1.779 -0.4 -1.5 -0.7 0.27
H 3.829 1.155 0.997 -0.2 -0.4 0.2 0.29
H 2.745 -0.041 1.818 0.6 -1.4 0.9 0.27
H 2.791 1.663 2.356 -0.6 -0.8 -1.6 0.33
H 3.428 0.665 -1.449 -0.8 0.4 0.2 0.30
H 2.842 2.314 -1.323 -0.2 0.1 0.0 0.31
H 1.956 1.080 -2.333 0.0 0.3 0.7 0.30

Record 4
20
Properties=species:S:1:pos:R:3:forces:R:3:nbo_charge:R:1 method="wB97M-V/def2-TZVPD" total_energy_ha=-739.2322 orbital_gap_ev="7.5 / 7.5" relative_energy_kj_mol=655.6 spin_multiplicity=1 charge=-1
C 1.397 0.087 1.785 -0.8 0.6 -2.8 -0.24
C 1.795 0.582 0.548 -1.9 -1.6 -0.1 -0.22
C 0.133 -0.402 1.949 -0.2 0.7 -1.8 -0.23
C 1.004 0.315 -0.576 -1.0 -0.9 3.5 -0.26
C -0.780 -0.439 0.859 3.2 -0.4 0.0 -0.29
C -0.248 -0.293 -0.417 -1.7 0.8 -1.5 -0.04
C -4.478 -0.041 -2.059 -1.5 0.8 0.4 1.04
C -1.821 -0.591 -2.286 2.6 0.6 1.8 0.69
N -1.213 -0.354 -3.408 -1.4 0.8 0.5 0.16
O -4.347 0.340 -3.174 -0.5 0.5 0.0 -0.64
O -5.121 -0.127 -1.056 1.2 -0.3 -1.0 -0.60
O -0.025 0.018 -3.591 0.4 0.0 -0.5 -0.58
O -2.118 -0.309 -4.583 2.0 -2.0 -0.3 -0.61
O -2.908 -0.958 -1.872 0.0 -1.1 0.7 -0.64
H 2.100 0.233 2.510 1.3 0.0 2.5 0.19
H 2.688 1.106 0.592 1.7 0.9 -0.8 0.19
H -0.065 -0.591 2.940 -1.4 -0.8 2.0 0.19
H 1.296 0.571 -1.492 1.2 1.0 -3.7 0.22
H -1.761 -0.678 1.030 -2.3 -0.7 0.2 0.21
H -2.766 0.370 -4.517 -0.8 1.1 1.0 0.48

Record 5
80
Properties=species:S:1:pos:R:3:forces:R:3:mulliken_spin:R:1 method="wB97M-V/def2-TZVPD" total_energy_ha=-11199.4398 orbital_gap_ev="8.1 / 8.1" relative_energy_kj_mol=53.9 s2=3.773 spin_multiplicity=4 charge=0
Cr 0.189 0.222 -0.810 0.2 -0.4 -0.7 3.07
O -3.553 -2.732 3.325 -0.2 0.0 0.5 0.00
C -3.353 -1.801 4.245 0.0 -0.2 -0.1 0.00
O -3.788 -1.901 5.367 0.0 0.0 0.1 0.00
C -2.576 -0.592 3.847 -0.1 0.1 0.2 0.00
C -2.476 0.485 4.696 0.0 0.0 0.0 0.00
N -1.756 1.416 4.051 0.0 0.0 -0.1 0.00
N -1.359 1.028 2.835 0.0 0.0 0.1 0.00
C -1.845 -0.193 2.697 0.1 0.0 -0.1 0.01
C -1.618 -0.982 1.453 -0.2 -0.3 -0.3 -0.04
O -2.358 -1.953 1.258 0.1 0.1 -0.4 0.02
O -0.684 -0.665 0.643 0.3 0.3 0.5 -0.01
H -3.139 -2.450 2.463 0.1 0.0 -0.2 0.00
H -2.873 0.622 5.687 0.0 0.0 0.0 0.00
H -1.505 2.334 4.374 0.0 0.0 0.0 0.00
O 4.128 -1.221 -0.417 0.0 0.0 0.0 0.00
As 2.769 -0.444 -1.168 -0.3 -0.2 0.3 0.01
O 1.465 -1.425 -1.560 -0.2 0.2 0.2 -0.03
O 1.956 0.483 -0.004 0.4 0.3 -0.3 -0.03
C 3.671 0.253 -2.712 0.0 0.1 -0.1 0.01
C 4.802 -0.422 -3.142 0.1 0.0 -0.1 0.00
C 5.389 -0.081 -4.358 0.0 0.0 0.1 0.00
C 4.844 0.919 -5.141 -0.1 0.1 0.0 0.00
C 3.714 1.609 -4.708 0.2 0.0 0.0 0.00
C 3.142 1.280 -3.497 0.0 0.1 0.1 0.00
S 1.743 2.197 -2.899 0.1 -0.4 0.2 0.00
O 2.189 2.935 -1.748 0.0 0.1 -0.1 0.00
O 1.168 2.928 -3.988 0.0 0.0 -0.1 0.00
O 0.878 1.020 -2.507 -0.4 0.2 0.2 -0.02
H 3.956 -1.453 0.506 -0.1 -0.1 0.0 0.00
H 5.230 -1.214 -2.543 0.0 0.0 0.0 0.00
H 6.273 -0.610 -4.688 0.0 0.0 0.0 0.00
H 5.295 1.170 -6.092 0.0 0.0 0.0 0.00
H 3.273 2.399 -5.300 0.0 0.0 0.0 0.00
Se -2.038 2.693 -2.238 0.2 0.1 0.0 0.00
Se -3.427 1.331 -1.009 0.1 0.0 0.2 0.00
C -2.801 -0.375 -1.619 -0.1 -0.1 -0.1 0.00
C -3.771 -1.349 -1.786 0.0 -0.1 -0.1 0.00
C -3.400 -2.579 -2.296 0.0 0.0 0.0 0.00
C -2.085 -2.771 -2.682 0.1 0.1 0.0 0.00
C -1.175 -1.756 -2.462 -0.1 0.0 0.0 0.01
N -1.513 -0.585 -1.893 0.0 -0.1 0.0 0.01
C -0.816 3.126 -0.812 -0.3 0.0 0.0 0.01
C -0.604 4.456 -0.508 0.0 0.0 0.0 -0.01
C 0.185 4.763 0.590 0.0 0.1 0.0 0.01
C 0.676 3.738 1.376 0.0 -0.1 0.0 -0.01
C 0.424 2.431 0.997 0.1 0.1 0.0 0.02
N -0.274 2.133 -0.104 0.1 -0.1 0.0 -0.03
H -4.801 -1.139 -1.531 0.0 0.0 0.0 0.00
H -4.136 -3.363 -2.415 0.0 0.0 0.0 0.00
H -1.751 -3.696 -3.129 0.0 0.0 0.0 0.00
H -0.128 -1.871 -2.701 0.0 0.0 0.0 0.00
H -1.054 5.226 -1.116 0.0 0.0 0.0 0.00
H 0.387 5.796 0.841 0.0 0.0 0.0 0.00
H 1.271 3.929 2.257 0.0 0.0 0.0 0.00
H 0.810 1.598 1.562 0.0 0.0 0.0 -0.01
O 1.263 -1.623 3.088 0.0 -0.1 0.0 0.00
S 1.514 -2.342 1.809 0.1 0.3 0.0 0.00
C 2.998 -3.323 2.077 -0.1 -0.1 0.1 0.00
C 3.556 -4.046 1.030 0.0 0.0 0.0 0.00
C 4.715 -4.771 1.254 0.0 0.0 0.0 0.00
C 5.313 -4.760 2.509 0.0 0.0 0.0 0.00
C 4.753 -4.020 3.541 0.0 0.0 0.0 0.00
C 3.589 -3.293 3.329 0.1 0.0 0.0 0.00
C 0.336 -3.675 1.700 0.0 -0.1 0.0 0.00
C 0.055 -4.206 0.451 0.0 0.0 0.0 0.00
C -0.887 -5.218 0.356 0.0 0.0 0.0 0.00
C -1.547 -5.663 1.494 0.0 0.0 0.0 0.00
C -1.270 -5.100 2.732 0.0 0.0 0.1 0.00
C -0.319 -4.096 2.844 0.0 0.0 0.0 0.00
H 3.092 -4.035 0.051 0.0 0.0 0.0 0.00
H 5.157 -5.341 0.446 0.0 0.0 0.0 0.00
H 6.221 -5.323 2.678 0.0 0.0 0.0 0.00
H 5.223 -4.009 4.516 0.0 0.0 0.0 0.00
H 3.129 -2.702 4.112 0.0 0.0 0.0 0.00
H 0.544 -3.806 -0.430 0.0 0.0 0.0 0.00
H -1.122 -5.647 -0.610 0.0 0.0 0.0 0.00
H -2.295 -6.441 1.413 0.0 0.0 0.0 0.00
H -1.810 -5.427 3.611 0.0 0.0 0.0 0.00
H -0.103 -3.617 3.791 0.0 0.0 0.0 0.00

Record 6
16
Properties=species:S:1:pos:R:3:forces:R:3:nbo_charge:R:1 method="wB97M-V/def2-TZVPD" total_energy_ha=-865.8667 orbital_gap_ev=9.0 relative_energy_kj_mol=76.8 spin_multiplicity=1 charge=0
C -1.737 1.086 0.002 0.1 2.5 0.8 -0.42
C -1.191 -0.110 -0.057 -0.8 -0.1 -0.8 -0.17
C 1.024 0.781 -0.918 1.0 -0.5 1.7 -0.62
C 0.820 -0.578 1.212 2.5 2.2 -1.8 -0.63
C 0.267 -0.313 -0.267 0.9 -3.2 2.5 0.19
O 0.380 -1.560 -1.042 3.1 -0.1 1.3 -0.73
I -3.796 1.424 0.042 0.1 0.3 0.1 0.16
I -2.380 -1.866 0.048 0.3 0.3 0.0 0.19
H -1.159 2.099 0.168 -1.0 -2.4 -0.8 0.25
H 2.049 0.389 -0.885 0.0 0.8 -0.2 0.22
H 0.890 1.760 -0.459 0.3 -0.2 0.1 0.21
H 0.680 0.792 -1.878 -0.6 0.4 -2.9 0.23
H 1.768 -1.170 1.441 -0.3 1.2 -1.3 0.21
H 0.219 -1.220 1.702 -3.0 -1.4 1.9 0.22
H 0.886 0.468 1.613 0.0 -1.3 0.4 0.21
H 1.279 -1.985 -0.724 -2.7 1.2 -1.1 0.47